Entry from the OMol25 dataset: a molecular structure, C36H46As4GaO3S in a non-equilibrium geometry (ωB97M-V/def2-TZVPD).

**Lowest unoccupied orbital energy**: -2.4 eV
**Gap between HOMO and LUMO**: 7.9 eV
**Charge**: +1

Structure (XYZ):
```
91
Properties=species:S:1:pos:R:3:forces:R:3
Ga -19.930269 -9.160171 -1.729503 -0.4 0.2 0.3
C -22.608904 -11.529304 -0.586021 -0.2 -0.1 0.6
As -20.884415 -11.467321 -1.468132 0.3 -0.2 0.0
C -21.451105 -11.676688 -3.290197 -0.2 0.2 -0.3
C -20.045697 -13.228415 -1.248130 -1.4 0.2 -0.4
C -19.767011 -13.826404 0.104281 0.1 -0.5 0.6
C -20.945171 -13.764788 1.057080 -0.9 -1.0 -0.1
C -18.593724 -13.160718 0.802283 -0.3 0.7 0.5
As -18.941015 -11.376511 1.654330 -0.3 -0.5 -0.3
C -17.068698 -11.197210 2.108032 0.2 -1.1 0.0
C -19.643018 -11.925819 3.419436 0.1 0.8 -0.1
C -19.377290 -15.280102 -0.231301 0.5 -0.3 0.7
As -19.621844 -16.815683 0.995363 0.3 -0.2 0.4
C -21.565115 -16.910321 1.332088 0.1 0.2 0.8
C -19.029627 -16.079169 2.765483 0.3 0.1 -0.6
H -23.158019 -12.439806 -0.897925 0.4 0.5 0.2
H -23.145336 -10.637172 -0.893174 -0.1 0.1 -0.2
H -22.524695 -11.484042 0.515498 0.0 -0.1 -0.7
H -22.065844 -12.575230 -3.374537 0.2 0.1 -0.1
H -20.591778 -11.676312 -3.962952 -0.1 -0.2 0.1
H -22.047903 -10.804235 -3.546963 -0.1 0.0 -0.1
H -19.192369 -13.273132 -1.899025 0.7 0.2 -0.2
H -20.776156 -13.878799 -1.760879 0.0 0.3 0.2
H -21.286711 -12.773149 1.237677 0.0 0.8 0.2
H -20.752222 -14.217157 2.028403 0.4 0.2 -0.2
H -21.820994 -14.313407 0.701968 0.0 0.0 -0.3
H -17.790748 -12.961909 0.105579 0.4 -0.1 -0.2
H -18.218155 -13.785706 1.610708 0.1 -0.1 -0.1
H -16.695797 -12.076418 2.682419 -0.2 0.6 -0.5
H -16.974043 -10.324957 2.688342 0.3 1.1 1.0
H -16.480691 -11.031632 1.209338 0.0 -0.2 -0.1
H -19.208113 -12.848384 3.755706 0.2 -0.5 0.2
H -20.720661 -11.984461 3.412646 -0.3 -0.3 -0.2
H -19.438467 -11.135635 4.144073 0.3 0.0 0.0
H -18.292803 -15.277153 -0.363884 0.1 -0.2 -0.2
H -19.793304 -15.651427 -1.165380 -0.2 0.1 -0.1
H -22.156054 -16.734338 0.432734 0.1 -0.1 0.0
H -21.829569 -16.160773 2.107855 -0.1 -0.6 -0.5
H -21.758684 -17.935303 1.703138 0.0 0.6 -0.2
H -17.979559 -15.730409 2.640190 -0.7 -0.2 0.2
H -19.027610 -16.924218 3.456159 0.0 0.2 0.0
H -19.664533 -15.263281 3.142642 0.3 -0.4 0.0
O -23.565605 -7.951950 -2.495850 -0.6 -0.1 0.0
C -22.367405 -7.889516 -2.512796 0.6 0.0 -0.1
O -21.631142 -8.449841 -1.553502 -0.3 0.2 -0.3
C -21.643524 -7.070665 -3.567404 0.8 -0.9 -0.2
C -22.396750 -6.058362 -4.149396 0.3 1.1 -0.4
C -21.806641 -5.113398 -5.011120 1.0 -1.0 0.3
C -20.436692 -5.281928 -5.329907 -1.9 1.3 0.1
C -19.721080 -6.305182 -4.802271 1.5 -1.7 -0.3
C -20.296298 -7.290335 -3.997044 -0.9 0.6 0.3
S -19.340064 -8.801470 -3.822380 0.0 0.3 0.2
H -23.450221 -6.000749 -3.887635 0.2 0.1 0.1
H -22.335862 -4.252432 -5.399154 -0.2 -0.2 -0.1
H -19.954880 -4.585249 -5.997268 0.1 0.1 -0.1
H -18.679835 -6.462331 -5.144129 -0.7 0.1 0.3
O -19.073849 -8.365595 -0.321394 0.4 0.3 0.6
As -19.241224 -7.061241 0.782935 0.5 -1.0 -0.5
C -19.198142 -5.474987 -0.261601 -1.1 -0.5 -0.1
C -20.414391 -5.227269 -0.925294 0.6 0.2 0.3
C -20.419067 -4.307142 -1.933912 -0.4 0.8 -1.1
C -19.251948 -3.664697 -2.353574 0.0 0.0 0.2
C -18.063858 -3.911898 -1.684345 0.0 0.0 0.0
C -18.047097 -4.808853 -0.611302 0.4 0.4 -0.3
C -17.785698 -7.296193 1.993480 0.1 0.2 0.0
C -16.445730 -7.318215 1.585770 -0.7 0.1 0.5
C -15.465191 -7.405287 2.562615 0.9 0.4 -0.7
C -15.767171 -7.393830 3.924401 0.0 0.4 -0.5
C -17.085744 -7.354396 4.303099 -0.9 -0.5 -0.6
C -18.100060 -7.352088 3.338213 -0.2 0.1 0.5
C -20.892771 -7.166770 1.704561 -0.8 0.5 0.3
C -21.379988 -5.977415 2.289872 0.3 -0.9 -0.3
C -22.610368 -5.944851 2.905986 -0.1 -0.3 -0.1
C -23.351332 -7.109447 2.935173 -1.0 0.2 0.5
C -22.908739 -8.268639 2.335771 -0.6 -0.8 0.0
C -21.678962 -8.325226 1.714991 0.7 0.4 -0.2
H -21.342690 -5.703148 -0.662436 -0.1 -0.3 0.2
H -21.342199 -4.094059 -2.475182 0.2 -0.1 0.3
H -19.284213 -2.963886 -3.191952 0.0 -0.3 0.3
H -17.155918 -3.423624 -2.025906 -0.1 -0.1 0.3
H -17.139024 -4.956798 -0.049173 0.2 -0.1 0.0
H -16.231562 -7.192770 0.538788 0.4 -0.2 -0.2
H -14.428708 -7.373129 2.205176 -0.3 -0.1 0.4
H -15.002415 -7.304043 4.675976 0.3 -0.3 0.0
H -17.379446 -7.388582 5.326390 0.0 0.1 0.7
H -19.149199 -7.370031 3.649011 0.4 0.1 0.0
H -20.793727 -5.094967 2.265415 0.5 0.8 -0.1
H -23.034562 -5.045096 3.322302 0.2 0.2 0.1
H -24.326176 -7.088113 3.437193 0.4 -0.1 -0.3
H -23.582164 -9.132299 2.314255 0.4 0.2 0.1
H -21.320490 -9.228038 1.230183 -0.1 0.1 0.0
```
Positions in Å, forces in eV/Å.

Here are the Mulliken charges for atoms 1 to 2, given in e: 0.08 -1.07

Entry from the OMol25 dataset: a molecular structure, BrH3N2 in a non-equilibrium geometry (ωB97M-V/def2-TZVPD).

**Lowest unoccupied orbital energy (spin up / spin down)**: 0.1 / 0.4 eV
**Gap between HOMO and LUMO (spin up / spin down)**: 7.8 / 9.7 eV
**Relative energy (zero: lowest compared OMol25 entry of this formula, charge and spin)**: 4.160 eV

Structure (XYZ):
```
6
Properties=species:S:1:pos:R:3:forces:R:3
N -0.533817 0.552548 -0.276468 -1.9 1.2 -1.3
N 0.435846 0.032378 0.444812 -3.6 -0.1 2.7
Br 1.914432 -0.154786 -0.326140 4.7 -0.5 -2.7
H -1.286540 0.826748 0.366009 0.3 -0.1 -1.1
H -0.607672 0.757939 -1.335974 0.6 -0.7 2.5
H 0.077749 -2.014828 1.127762 0.0 0.2 -0.1
```
Positions in Å, forces in eV/Å.

Here are the Mulliken charges for atoms 1 to 2, given in e: -0.30 -0.21

Entry from the OMol25 dataset: 2 unconnected molecules or ions with the total composition C31H50Cl3IN2O2P in a non-equilibrium geometry (ωB97M-V/def2-TZVPD).

**Lowest unoccupied orbital energy**: -2.6 eV
**Gap between HOMO and LUMO**: 7.7 eV
**Charge**: +1

Structure (XYZ):
```
90
Properties=species:S:1:pos:R:3:forces:R:3
C -1.411639 -1.854799 5.732755 -0.8 0.5 -0.4
C -1.579269 -1.847281 4.533718 0.3 0.4 -0.3
C -1.783114 -1.772750 3.030140 0.7 -1.2 1.7
C -1.765918 -0.339951 2.402545 -3.5 -1.0 0.5
C -2.476139 0.643815 3.418006 0.4 0.1 0.3
C -1.623830 1.310268 4.521704 -0.5 1.2 0.7
C -2.602359 1.936128 5.597125 0.0 -1.2 0.0
C -1.949690 2.050798 7.016292 -0.9 0.3 -0.1
C -2.394247 0.914400 8.012386 0.5 0.7 0.4
C -2.873403 -0.401735 1.263528 -0.1 1.0 -0.3
O -2.478948 -0.953260 0.018781 0.6 0.6 0.4
C -1.140653 -0.807332 -0.374605 0.1 -0.7 -1.2
I -0.375427 -2.895473 -0.235670 0.2 0.1 0.3
C -1.270536 -0.678230 -1.933757 -0.7 -0.6 -0.2
O -0.055115 -0.762937 -2.655171 -0.2 0.1 -0.3
C -0.267770 -1.007905 -4.009921 -0.5 -0.3 -2.0
C -1.502551 -0.735929 -4.657685 0.0 0.0 0.0
C -1.729705 -1.024533 -6.022478 -0.1 0.1 -0.9
C -3.100190 -0.756220 -6.680190 0.0 -1.0 0.9
C -0.719947 -1.595918 -6.816828 1.1 0.0 1.6
C 0.534486 -1.840511 -6.183815 -1.4 0.2 -0.3
C 0.769122 -1.552236 -4.821066 0.6 -0.3 -0.1
C 2.174010 -1.848520 -4.261496 0.8 0.1 -0.1
C 3.306127 -1.804348 -5.353288 -0.8 0.4 -0.2
C 2.256330 -3.245119 -3.580412 -0.3 -0.3 -0.5
C -0.292020 0.270000 0.361773 0.7 1.3 -0.8
C -0.835120 1.739365 0.007380 0.0 0.3 0.2
C -0.571986 2.291093 -1.423754 -0.4 1.7 -0.5
C 0.256492 3.641894 -1.472965 0.7 -0.8 -0.3
Cl -2.227194 2.806249 -2.097142 0.2 -0.6 0.0
P 1.479007 0.470600 -0.214344 -0.6 0.2 -1.8
C 2.472535 -0.966618 -0.702674 1.2 -1.1 -0.1
C 2.348827 1.962359 0.438395 0.8 0.2 1.6
N -0.443787 0.159452 1.911102 -0.3 0.8 0.3
C 0.760955 -0.252061 2.705935 0.4 -0.2 1.9
C 1.481538 -1.571388 2.507782 1.0 -0.8 -0.4
N 2.752591 -1.529553 2.511179 -0.4 0.4 -0.2
H -1.555225 -1.641848 6.789400 0.5 -0.5 -0.6
H -2.764912 -2.271790 2.888317 0.5 0.6 -0.3
H -1.055529 -2.491086 2.612558 -0.3 0.6 -0.3
H -3.294008 0.069939 3.907168 0.6 0.1 -0.3
H -3.006390 1.469083 2.886809 0.5 -0.5 0.1
H -1.037980 2.176916 4.120890 -0.2 -0.7 0.1
H -0.932565 0.666739 5.089964 -0.4 0.0 -0.6
H -3.076472 2.867943 5.235231 0.5 -0.3 0.2
H -3.432649 1.196825 5.697418 0.4 0.6 -0.1
H -2.311976 2.999887 7.464831 0.5 -0.4 -0.3
H -0.845920 2.094726 6.921931 -0.6 0.1 0.2
H -2.738427 1.397316 8.952444 0.2 -0.4 -0.5
H -1.519558 0.296072 8.304933 -0.7 0.1 -0.3
H -3.244653 0.311396 7.645562 0.6 0.1 0.0
H -3.310206 0.606330 1.063179 0.6 -0.5 0.2
H -3.756691 -0.975976 1.612946 0.8 0.1 -0.1
H -1.883936 0.194464 -2.234245 0.5 -0.1 0.6
H -1.873048 -1.570879 -2.227352 0.1 0.7 0.4
H -2.360178 -0.281794 -4.133101 0.6 -0.3 -0.2
H -3.038723 -0.667905 -7.777430 0.1 0.2 0.6
H -3.713854 -1.666987 -6.479078 0.2 0.6 -0.2
H -3.642050 0.082500 -6.207172 0.4 -0.2 -0.4
H -0.836912 -1.869766 -7.874893 -0.2 0.3 0.6
H 1.302475 -2.290892 -6.830023 -0.2 0.3 0.7
H 2.424612 -1.005447 -3.576636 -0.2 -0.7 -0.2
H 3.345859 -2.749847 -5.935316 0.0 0.6 0.4
H 4.304136 -1.611943 -4.919505 -0.5 -0.2 -0.1
H 3.059646 -0.979147 -6.056057 0.4 -0.5 0.3
H 3.251343 -3.456973 -3.133090 -0.7 0.3 0.0
H 1.420826 -3.439357 -2.879049 0.6 0.2 -0.1
H 2.144489 -3.997954 -4.396049 0.0 0.4 0.5
H -1.913516 1.851318 0.224445 0.5 -0.3 -0.1
H -0.337007 2.497720 0.660643 -0.2 -0.9 -0.1
H -0.118359 1.627169 -2.167881 -0.5 -0.2 0.6
H 0.678026 3.924238 -0.491621 -0.4 0.0 -0.4
H 1.128456 3.468677 -2.144120 -0.5 0.2 0.4
H -0.323537 4.468164 -1.913206 0.2 -0.4 0.4
H 2.396513 -1.914359 -0.142551 -0.1 0.7 0.0
H 2.298162 -1.227213 -1.765240 -0.3 0.4 0.8
H 3.549064 -0.690907 -0.662766 -0.8 0.1 0.3
H 2.694744 2.676213 -0.332034 -0.6 -0.7 0.2
H 1.787050 2.557455 1.193990 0.1 -0.6 -0.5
H 3.276105 1.636910 0.964087 -0.6 0.1 -0.2
H -0.497137 1.151663 2.189360 0.0 -0.3 -0.2
H 0.426872 -0.242758 3.773127 -0.1 -0.1 -0.8
H 1.517114 0.561217 2.694365 -0.4 -0.6 -0.5
H 1.048470 -2.586771 2.429365 -0.7 1.0 0.1
H 3.134149 -2.471990 2.407899 0.0 0.1 0.2
C 6.014025 2.350285 -1.115918 0.2 0.2 0.0
Cl 7.530533 1.648544 -1.676641 0.0 0.1 0.1
Cl 4.631462 1.321062 -1.533907 0.4 0.1 -0.4
H 6.054719 2.459876 -0.036392 0.0 -0.1 0.0
H 5.881107 3.321125 -1.582853 0.0 -0.1 -0.1
```
Positions in Å, forces in eV/Å.

Here are the Mulliken charges for atoms 1 to 2, given in e: 0.22 -1.11

Entry from the OMol25 dataset: a gas-phase ion, C10H15N2O (charge +1) in a non-equilibrium geometry (ωB97M-V/def2-TZVPD).

**Lowest unoccupied orbital energy**: -4.8 eV
**Gap between HOMO and LUMO**: 7.6 eV
**Relative energy (zero: lowest compared OMol25 entry of this formula, charge and spin)**: 3.861 eV
**Charge**: +1

Structure (XYZ):
```
28
Properties=species:S:1:pos:R:3:forces:R:3
C -2.873826 0.601533 -1.163538 0.4 0.8 0.7
C -3.442043 1.621505 -0.462649 -1.3 0.6 -1.3
C -2.868390 -0.483534 -0.263137 -0.9 0.3 -0.5
C -3.616497 -0.175319 0.804689 0.9 2.2 -0.3
C -1.257500 -2.388690 -0.235072 0.1 0.7 1.3
C -0.161693 -0.449910 0.143243 1.4 -0.6 -0.8
C 0.848876 1.428770 -0.948576 1.1 -1.3 -1.5
C 2.456683 -0.462521 -0.199886 0.1 0.7 -2.8
C 1.232390 0.848999 1.492887 1.6 1.8 -1.5
C 1.104662 0.295901 0.043521 1.1 -0.6 0.4
N -2.414156 -1.792018 -0.465073 -0.6 -4.6 1.1
N -0.068662 -1.833372 0.051407 0.3 1.1 -0.4
O -3.891256 1.187647 0.743767 -0.3 -1.3 -0.1
H -2.427622 0.617186 -2.126631 0.1 0.2 -0.6
H -3.861681 2.602055 -0.857528 1.0 -1.3 1.0
H -1.203991 -3.432105 -0.046297 -0.8 -1.1 -0.8
H -3.777754 -0.741775 1.676137 -0.5 -0.1 1.0
H 1.789400 1.960730 -1.045052 0.0 0.5 0.0
H 0.031057 2.043079 -0.712553 -0.9 0.9 0.6
H 0.634798 1.021519 -1.970987 0.2 0.1 0.8
H 2.460320 -1.147363 0.563077 0.6 -2.0 2.0
H 2.596307 -1.058362 -1.177078 -0.6 1.1 1.2
H 3.404942 0.138921 -0.088549 -1.3 -0.2 -0.1
H 0.321488 1.304880 1.722676 -1.4 0.9 0.8
H 2.022712 1.651638 1.403448 -0.8 -0.7 0.4
H 1.520681 0.175898 2.262892 0.2 -0.9 0.4
H -3.193670 -2.546958 -0.312233 1.7 1.9 -0.9
H 0.803507 -2.447375 0.092495 -1.3 0.9 -0.2
```
Positions in Å, forces in eV/Å.

Here are the Mulliken charges for atoms 1 to 2, given in e: -0.56 -0.43